(1)
Computed, not measured: an isolated molecule of C5H8, with ωB97M-V with the def2-TZVPD basis set.

Properties
* energy above the lowest of the compared OMol25 structures with the same formula, charge and spin: 7.02 kcal/mol
* Kohn-Sham gap: 0.3758 Eh
* net charge: 0
* SMILES: C1=CCCC1
* HOMO: -0.3296 Eh

Positions of all 13 atoms, in Å:
H: -0.446 -1.193 -2.067
H: 1.490 0.818 0.820
C: -0.344 -0.296 1.157
C: 0.429 0.889 0.537
C: -0.389 -1.300 0.031
H: 1.208 1.000 -1.534
H: -0.522 1.328 -1.406
H: -0.512 -2.374 0.194
C: -0.042 -0.750 -1.141
C: 0.296 0.712 -0.991
H: 0.140 -0.690 2.063
H: -1.369 -0.009 1.451
H: 0.063 1.865 0.886

Mulliken atomic charge list, values in e, 5 entries:
1. H 0.3069
2. H 0.2450
3. C -0.5368
4. C -0.5648
5. C -0.3016



(2)
Computed, not measured: an isolated molecule of C5H8, with ωB97M-V with the def2-TZVPD basis set.

Properties
* energy above the lowest of the compared OMol25 structures with the same formula, charge and spin: 32.54 kcal/mol
* Kohn-Sham gap: 0.3800 Eh
* net charge: 0
* SMILES: CC#CCC
* HOMO: -0.3414 Eh

Positions of all 13 atoms, in Å:
H: 2.078 -1.824 -0.937
C: -1.702 1.802 -0.106
C: 0.807 -1.229 0.771
C: -0.257 -0.226 0.803
H: 0.505 -1.062 -1.309
C: 1.370 -1.047 -0.651
H: -1.766 1.911 -1.197
H: 0.400 -2.240 0.870
C: -0.933 0.647 0.318
H: 1.845 -0.058 -0.728
H: -1.205 2.683 0.309
H: 1.562 -1.065 1.549
H: -2.706 1.709 0.309

Mulliken atomic charge list, values in e, 5 entries:
1. H 0.3473
2. C -1.1474
3. C -0.2878
4. C -0.1967
5. H 0.3124



(3)
Computed, not measured: an isolated molecule of C5H8, with ωB97M-V with the def2-TZVPD basis set.

Properties
* energy above the lowest of the compared OMol25 structures with the same formula, charge and spin: 21.73 kcal/mol
* Kohn-Sham gap: 0.3711 Eh
* net charge: 0
* SMILES: C=CC(=C)C
* HOMO: -0.3291 Eh

Positions of all 13 atoms, in Å:
H: 1.371 -1.482 0.970
H: -0.383 2.053 -0.385
C: -0.956 -0.601 -0.279
H: -0.945 -1.527 -0.878
H: 2.484 -0.192 0.297
C: 0.508 1.475 -0.149
H: 1.352 2.049 0.191
C: 1.554 -0.765 0.123
C: -2.076 -0.065 0.170
H: -2.112 0.897 0.682
H: -3.018 -0.543 0.104
H: 1.841 -1.419 -0.712
C: 0.379 0.119 -0.134

Mulliken atomic charge list, values in e, 5 entries:
1. H 0.2753
2. H 0.3075
3. C -0.2491
4. H 0.2884
5. H 0.3220



(4)
Computed, not measured: a structure of composition C5H8AgLiO6, with ωB97M-V with the def2-TZVPD basis set.

Properties
* energy above the lowest of the compared OMol25 structures with the same formula, charge and spin: 0.00 kcal/mol
* Kohn-Sham gap: 0.2556 Eh
* net charge: 0
* HOMO: -0.3001 Eh

Positions of all 21 atoms, in Å:
H: 1.166 -3.568 -1.556
O: 2.383 -0.019 -0.356
O: -0.213 1.516 2.546
H: -0.575 -1.856 -1.799
Li: 3.972 0.943 -1.091
C: 0.289 -1.629 -1.163
H: -3.260 1.279 1.531
C: 0.946 -2.919 -0.699
Ag: 1.443 -0.098 1.634
C: -3.095 2.346 1.332
H: -0.073 -1.156 -0.239
O: 2.177 1.199 -2.156
O: 1.298 -0.863 -2.112
C: -0.791 1.776 1.459
H: -3.397 2.551 0.300
O: -1.736 2.741 1.416
O: -0.886 0.892 0.550
H: 1.825 -2.714 -0.071
H: -3.700 2.903 2.060
H: 0.251 -3.442 -0.028
C: 1.975 0.117 -1.558

Mulliken atomic charge list, values in e, 5 entries:
1. H 0.2939
2. O -0.8327
3. O -0.7275
4. H 0.3097
5. Li 0.8784



(5)
Computed, not measured: a cluster of 2 separate species, C5H8Br2 in total, with ωB97M-V with the def2-TZVPD basis set.

Properties
* energy above the lowest of the compared OMol25 structures with the same formula, charge and spin: 62.41 kcal/mol
* Kohn-Sham gap: 0.3523 Eh
* net charge: 0
* HOMO: -0.3283 Eh

Positions of all 15 atoms, in Å:
Br: 1.987 -0.431 0.537
H: -0.165 -2.982 -1.027
H: -1.330 -3.286 0.184
H: 0.530 2.722 -1.369
H: 0.513 -3.085 0.612
C: -0.692 -1.335 0.276
C: 0.817 2.285 -0.396
H: -1.156 1.768 -0.268
C: -0.265 1.707 0.245
H: 1.685 1.631 -0.559
C: -0.364 -2.805 0.059
H: -0.406 1.922 1.294
H: 1.246 3.217 0.095
C: 0.171 -0.352 0.308
Br: -2.573 -0.979 0.007

Mulliken atomic charge list, values in e, 5 entries:
1. Br -0.1467
2. H 0.2841
3. H 0.3483
4. H 0.2503
5. H 0.3854



(6)
Computed, not measured: a cluster of 2 separate species, C5H8BrI in total, with ωB97M-V with the def2-TZVPD basis set.

Properties
* energy above the lowest of the compared OMol25 structures with the same formula, charge and spin: 79.59 kcal/mol
* Kohn-Sham gap (spin up / spin down): 0.2803 / 0.2773 Eh
* net charge: 0
* HOMO (spin up / spin down): -0.3028 / -0.2973 Eh

Positions of all 15 atoms, in Å:
C: 1.548 0.344 -0.774
Br: 2.617 1.209 0.400
C: -0.459 -0.418 0.460
H: -1.251 0.162 -1.523
H: 0.684 -0.671 -2.134
H: -1.598 1.207 -0.234
I: -3.483 -0.789 -0.202
C: -1.448 0.119 -0.398
C: -0.145 -0.009 1.904
H: -0.131 -1.401 0.242
H: 2.410 0.208 -2.615
H: 0.100 -0.983 2.582
H: 0.583 0.755 1.950
H: -1.051 0.456 2.282
C: 1.624 -0.190 -1.939

Mulliken atomic charge list, values in e, 5 entries:
1. C -0.0559
2. Br -0.1132
3. C -0.2671
4. H 0.3880
5. H 0.2581



(7)
Computed, not measured: the ion C5H8BrN2 with charge +1, with ωB97M-V with the def2-TZVPD basis set.

Properties
* energy above the lowest of the compared OMol25 structures with the same formula, charge and spin: 152.13 kcal/mol
* Kohn-Sham gap (spin up / spin down): 0.2620 / 0.2619 Eh
* net charge: +1
* HOMO (spin up / spin down): -0.4702 / -0.4702 Eh

Positions of all 16 atoms, in Å:
C: 0.568 -0.543 -2.372
C: -0.200 -1.357 -1.495
H: -0.065 0.862 2.031
C: -0.980 0.573 1.383
C: 0.905 2.149 -1.737
H: -0.151 -2.418 -1.537
H: -1.389 -1.545 0.036
H: 1.545 2.268 -0.880
N: -0.474 0.288 0.062
H: 1.567 2.588 -2.543
N: -0.630 -0.825 -0.380
C: 0.662 0.729 -2.055
H: -1.638 -0.316 1.674
Br: -0.518 3.406 -1.402
H: 1.129 -0.862 -3.228
H: -1.692 1.376 1.309

Mulliken atomic charge list, values in e, 5 entries:
1. C -0.3432
2. C -0.1690
3. H 0.2698
4. C -0.7334
5. C -0.6203



(8)
Computed, not measured: an isolated molecule of C5H8BrNO, with ωB97M-V with the def2-TZVPD basis set.

Properties
* energy above the lowest of the compared OMol25 structures with the same formula, charge and spin: 104.34 kcal/mol
* Kohn-Sham gap: 0.3032 Eh
* net charge: 0
* SMILES: CO[C@@H](C)N=C=CBr
* HOMO: -0.2764 Eh

Positions of all 16 atoms, in Å:
C: -2.336 -1.816 2.448
H: 0.838 -2.055 0.453
N: -0.806 -0.736 0.631
H: -0.364 -0.032 -1.528
H: -3.327 -1.624 2.482
C: 1.064 -1.478 -0.495
C: 0.022 1.946 0.079
C: -1.574 -1.298 1.382
H: 0.561 2.779 0.429
H: 1.061 -2.134 -1.384
H: -0.327 2.354 -0.813
H: 2.004 -1.044 -0.385
Br: -1.698 -3.303 3.359
C: 0.139 -0.264 -0.493
O: 0.792 0.788 -0.042
H: -0.649 1.909 0.966

Mulliken atomic charge list, values in e, 5 entries:
1. C -0.9381
2. H 0.2754
3. N -0.3636
4. H 0.3456
5. H 0.4327



(9)
Computed, not measured: a structure of composition C5H8BrNO, with ωB97M-V with the def2-TZVPD basis set.

Properties
* energy above the lowest of the compared OMol25 structures with the same formula, charge and spin: 70.40 kcal/mol
* Kohn-Sham gap: 0.3752 Eh
* net charge: 0
* HOMO: -0.3540 Eh

Positions of all 16 atoms, in Å:
H: -0.168 -1.585 1.542
H: -0.537 1.301 0.671
C: 1.075 1.304 -1.285
C: -0.605 0.286 0.080
O: -0.052 0.427 -1.182
C: 0.530 -0.904 1.126
Br: 1.414 0.145 2.517
N: 1.995 -2.546 -0.270
C: 1.459 -1.769 0.348
H: 0.753 2.358 -1.436
H: -2.683 0.565 -0.509
H: -2.070 -1.309 -0.395
C: -2.022 -0.279 0.018
H: 1.586 1.414 -0.272
H: -2.476 -0.317 1.019
H: 1.800 0.908 -1.971

Mulliken atomic charge list, values in e, 5 entries:
1. H 0.3873
2. H 0.3391
3. C -0.6562
4. C 0.2119
5. O -0.3606



(10)
Computed, not measured: a cluster of 2 separate species, C5H8Cl2 in total, with ωB97M-V with the def2-TZVPD basis set.

Properties
* energy above the lowest of the compared OMol25 structures with the same formula, charge and spin: 183.03 kcal/mol
* Kohn-Sham gap (spin up / spin down): 0.2870 / 0.2870 Eh
* net charge: 0
* HOMO (spin up / spin down): -0.3024 / -0.3024 Eh

Positions of all 15 atoms, in Å:
H: 1.240 -1.756 1.702
C: 0.759 -0.798 -0.336
H: 1.687 1.853 -0.890
C: 0.342 -1.303 1.186
H: -0.003 -0.356 1.623
Cl: 2.672 -0.970 -0.670
H: -0.568 -1.998 0.925
C: -2.449 0.283 0.117
H: 0.456 -1.462 -1.129
H: 0.572 1.772 0.650
C: 0.090 0.386 -0.434
Cl: -2.906 -0.975 -0.891
H: 0.078 2.515 -0.929
C: 0.724 1.705 -0.506
H: -2.693 1.105 -0.418

Mulliken atomic charge list, values in e, 5 entries:
1. H 0.3454
2. C 0.1877
3. H 0.3867
4. C -0.7718
5. H 0.3240



(11)
Computed, not measured: an isolated molecule of C5H8Cl2, with ωB97M-V with the def2-TZVPD basis set.

Properties
* energy above the lowest of the compared OMol25 structures with the same formula, charge and spin: 22.22 kcal/mol
* Kohn-Sham gap: 0.3867 Eh
* net charge: 0
* SMILES: CC=C(CCl)CCl
* HOMO: -0.3561 Eh

Positions of all 15 atoms, in Å:
C: -0.882 -0.547 1.529
H: -1.355 -1.974 -2.866
C: -1.209 -1.061 -0.918
H: 0.173 -1.211 -2.590
H: 1.580 -0.381 0.821
C: -0.901 -1.093 -2.380
H: -0.237 -1.169 2.172
H: -1.942 -0.796 1.668
Cl: -0.717 1.160 2.045
C: 1.089 -0.553 -0.100
H: -1.263 -0.166 -2.858
H: 1.530 -1.360 -0.625
H: -2.169 -1.397 -0.532
C: -0.348 -0.792 0.066
Cl: 1.728 0.766 -1.126

Mulliken atomic charge list, values in e, 5 entries:
1. C -0.7507
2. H 0.3247
3. C -0.0770
4. H 0.3279
5. H 0.3803



(12)
Computed, not measured: the ion C5H8Cl2N3 with charge +1, with ωB97M-V with the def2-TZVPD basis set.

Properties
* energy above the lowest of the compared OMol25 structures with the same formula, charge and spin: 93.49 kcal/mol
* Kohn-Sham gap (spin up / spin down): 0.2565 / 0.2876 Eh
* net charge: +1
* HOMO (spin up / spin down): -0.4336 / -0.4417 Eh

Positions of all 18 atoms, in Å:
N: 0.671 1.172 -0.460
H: 0.989 -1.046 -2.892
C: -1.252 -0.199 1.483
H: 2.367 -0.242 -1.939
C: -0.115 -1.022 1.244
H: -1.105 0.146 2.523
H: 1.653 -1.778 -1.422
H: 0.757 -2.899 1.374
C: 1.403 -0.793 -1.879
N: 0.118 -2.165 1.579
Cl: -1.221 -0.048 -1.809
N: -1.238 1.229 0.897
C: -0.149 1.809 0.319
H: 1.419 1.767 -0.903
H: 0.094 2.822 0.691
C: 0.367 -0.022 -1.154
Cl: -2.850 -0.702 1.110
H: -1.912 1.971 1.238

Mulliken atomic charge list, values in e, 5 entries:
1. N -0.1347
2. H 0.3436
3. C 0.1698
4. H 0.3177
5. C -0.0716



(13)
Computed, not measured: a cluster of 2 separate species, C5H8Cl4P in total, with ωB97M-V with the def2-TZVPD basis set.

Properties
* energy above the lowest of the compared OMol25 structures with the same formula, charge and spin: 0.00 kcal/mol
* Kohn-Sham gap: 0.3578 Eh
* net charge: +1
* HOMO: -0.5021 Eh

Positions of all 18 atoms, in Å:
H: -1.783 1.271 -0.731
Cl: -0.671 2.407 -2.035
Cl: -1.697 4.336 -3.927
H: 1.955 -1.435 2.219
H: 0.569 -0.381 2.289
Cl: 1.073 3.534 -4.041
H: 1.478 -1.686 -0.145
C: -0.938 -0.795 -0.276
Cl: 0.135 5.179 -1.862
H: 0.501 -3.436 2.085
H: 0.891 -1.460 3.679
H: -0.964 -2.381 2.254
C: 0.062 -2.453 1.893
C: -0.288 3.880 -2.976
H: -0.176 -3.211 -0.700
C: -1.464 0.253 -0.544
C: 0.931 -1.369 2.597
P: 0.160 -2.111 0.101

Mulliken atomic charge list, values in e, 5 entries:
1. H 0.5813
2. Cl -0.1819
3. Cl -0.0786
4. H 0.3729
5. H 0.3689



(14)
Computed, not measured: an isolated molecule of C5H8ClF, with ωB97M-V with the def2-TZVPD basis set.

Properties
* energy above the lowest of the compared OMol25 structures with the same formula, charge and spin: 96.34 kcal/mol
* Kohn-Sham gap: 0.3921 Eh
* net charge: 0
* SMILES: CC/C=C/[C@H](F)Cl
* HOMO: -0.3615 Eh

Positions of all 15 atoms, in Å:
H: 0.134 -0.317 -1.127
C: -3.306 0.174 -0.794
Cl: 2.191 -0.955 -0.222
C: 1.237 0.565 0.423
H: -3.398 -0.154 1.396
H: -1.106 0.285 1.727
H: -2.506 -1.707 0.514
C: -1.286 -0.055 0.651
H: 1.379 0.892 1.536
C: -0.150 0.081 -0.003
C: -2.684 -0.503 0.549
H: -3.005 1.429 -0.828
H: -3.001 -0.208 -1.991
F: 1.764 1.585 -0.179
H: -4.485 0.179 -0.805

Mulliken atomic charge list, values in e, 5 entries:
1. H 0.1214
2. C -0.9167
3. Cl -0.2370
4. C 0.3259
5. H 0.2627



(15)
Computed, not measured: an isolated molecule of C5H8ClFO, with ωB97M-V with the def2-TZVPD basis set.

Properties
* energy above the lowest of the compared OMol25 structures with the same formula, charge and spin: 109.85 kcal/mol
* Kohn-Sham gap: 0.3478 Eh
* net charge: 0
* SMILES: O[C@@H]1C[C@@H]1C[C@H](F)Cl
* HOMO: -0.3382 Eh

Positions of all 16 atoms, in Å:
H: -2.279 1.310 0.986
H: -0.207 1.250 -1.296
C: 0.396 1.691 -0.460
H: 0.437 2.966 -0.549
C: -0.465 1.173 0.798
O: -1.573 0.371 0.866
C: -0.115 -1.677 -0.907
H: 1.621 -1.740 0.039
Cl: 0.885 -1.818 -2.329
H: -1.062 -1.184 -1.330
F: -0.591 -3.038 -0.350
C: 0.700 -1.061 0.201
C: 0.912 0.522 0.388
H: 0.032 -1.440 1.116
H: -0.423 1.947 1.652
H: 1.732 0.727 1.177

Mulliken atomic charge list, values in e, 5 entries:
1. H 0.4074
2. H 0.1911
3. C -0.5266
4. H 0.2837
5. C -0.1702



Total energy: -5313.8623, -5312.7559, -5313.2246, -21803.6127, -145396.5363, -83453.1963, -78324.9941, -78890.7986, -78892.2703, -30351.9449, -30358.9180, -34818.8572, -64683.1330, -20550.7636, -22597.3115 (eV)